Formula: C3H6N3P
Source: OMol25
Level of theory: ωB97M-V/def2-TZVPD

```
13
Properties=species:S:1:pos:R:3:forces:R:3:lowdin_charge:R:1
N -2.751 1.111 0.103 0.3280 -0.9908 0.2377 -0.394
H -3.364 1.818 -0.126 -1.0273 2.3018 -0.3367 -0.040
H 2.003 1.787 -0.166 -1.3556 -1.6528 -0.2438 0.126
N 0.239 0.504 -0.147 -1.0333 3.4167 0.3930 -0.011
C 2.237 -0.463 -0.127 0.9650 -0.0022 1.3976 -0.101
H -1.802 1.333 0.304 0.9472 0.2530 -0.0164 -0.026
P -3.371 -0.357 0.005 -0.1999 -1.5592 -0.0023 0.579
C 1.511 0.750 -0.165 3.1871 1.8557 -0.2595 -0.181
H 3.263 -0.754 0.145 -0.3692 0.8237 -0.8142 0.101
C 1.267 -1.392 0.043 0.9292 -3.3876 -0.2858 -0.143
N 0.100 -0.759 0.044 1.8461 -1.0897 -0.4213 -0.034
H -0.797 -1.066 0.025 -3.2771 -1.7019 0.0913 -0.018
H 1.466 -2.512 0.062 -0.9402 1.7334 0.2604 0.140
```
Positions in Å, forces in eV/Å.

Its LUMO energy is -0.26 eV. For the orbital gap, the calculation gives 6.97 eV. Its HOMO energy is -7.24 eV.

Formula: C18H35As2NS2Sr
Source: OMol25
Level of theory: ωB97M-V/def2-TZVPD

```
59
Properties=species:S:1:pos:R:3:forces:R:3:lowdin_charge:R:1
H 0.302 5.533 0.818 -0.2646 0.1121 0.3020 0.096
C -3.797 1.726 3.538 -0.3476 -0.3905 -0.3236 -0.264
C -3.114 5.492 0.650 -0.1957 -0.7606 0.1682 -0.052
H -1.333 -2.060 -3.842 0.1641 0.0666 -0.0408 0.101
H -1.342 -2.081 3.462 0.2731 0.2045 0.0205 0.051
C -0.948 3.840 1.394 -0.3077 -0.3783 0.0182 -0.388
H 1.903 4.245 0.997 0.2466 -0.0881 0.1722 0.022
H -3.390 2.468 4.240 -0.1616 -0.2132 -0.3204 0.044
H -0.609 -0.546 4.049 0.1326 -0.3983 -0.1170 0.017
C -1.299 -2.637 -1.766 0.0597 -0.1863 0.2743 -0.273
H 0.113 -3.821 2.501 0.1475 -0.1239 -0.3461 0.096
H -1.924 1.556 -2.963 0.0034 -0.2748 -0.1894 0.046
C 3.948 1.216 -1.032 -0.3641 -0.3851 -0.1125 -0.078
H -2.290 -2.209 -1.519 0.3092 -0.1522 -0.1463 0.121
H -4.336 3.686 0.829 0.2546 0.3796 0.1996 0.108
C -3.347 4.139 0.956 0.3681 0.0824 -0.0323 -0.095
H 0.723 3.294 4.276 -0.2777 -0.2723 0.1759 0.037
H -0.907 -4.315 0.303 -0.0882 0.1788 0.1121 0.138
H -4.461 1.167 0.537 -0.0786 -0.2023 -0.4294 0.044
H -4.773 2.048 3.137 0.4273 -0.0944 0.3434 0.046
H -0.841 2.400 4.192 0.3465 -0.0235 0.0870 0.003
H 2.045 4.123 2.808 0.2261 0.0611 -0.4994 0.041
C -1.818 6.000 0.737 0.1811 -0.1321 -0.1139 -0.052
C 0.218 2.393 3.913 0.0051 0.3244 -0.4376 -0.282
C -0.749 -3.261 0.582 -0.0761 -0.3042 0.0634 -0.285
H -3.877 0.749 4.041 -0.1611 0.4430 -0.0966 0.033
C -3.427 0.842 0.460 0.0710 -0.2385 0.3911 -0.354
H -3.370 -0.262 0.459 -0.4592 0.2355 -0.1762 0.008
H -1.438 -3.710 -1.990 -0.1222 0.3218 0.0865 0.140
H 1.325 -3.562 1.197 -0.5149 -0.0920 0.1829 0.095
H -1.706 -2.895 0.998 0.2527 -0.0803 -0.0619 0.122
H 3.394 -0.644 -1.875 0.3109 0.0699 0.2158 0.039
C -0.403 -1.575 3.719 0.2797 -0.0869 0.2997 -0.360
Sr -0.704 0.019 0.238 0.8371 -0.0662 -0.0905 0.976
H -2.959 1.256 -0.458 -0.4248 -0.0229 0.4317 0.016
C 1.993 3.579 1.857 0.2204 -0.3985 0.2001 -0.300
H -1.675 7.074 0.648 0.1314 -0.2006 -0.3864 0.119
H 3.430 1.835 -1.793 0.4420 -0.5265 0.5185 0.059
C 0.365 -3.217 1.622 0.4828 0.3588 0.1503 -0.427
As 0.421 2.453 1.950 -0.1566 1.1778 -0.4350 1.019
C -2.279 3.356 1.412 0.4416 -0.1357 0.1288 -0.439
H -1.916 0.455 -4.380 -0.0831 0.0697 0.3740 0.060
H -3.960 6.111 0.331 0.4531 -0.0904 0.2582 0.123
H 4.453 -0.729 -0.320 -0.2013 0.2297 -0.4029 0.056
H 0.278 -2.465 -3.217 -0.2099 0.1668 -0.0500 0.095
H 0.726 1.503 4.290 -0.1099 0.1034 0.0448 0.025
H 0.531 -2.792 -0.910 -0.4061 0.3163 0.2040 0.134
C -1.889 0.505 -3.284 0.1245 0.0968 -0.0786 -0.359
S -0.298 -0.201 -2.715 -0.4953 0.0748 -0.4200 0.759
C -0.711 5.161 0.955 -0.6129 -0.5697 0.5627 -0.072
H 2.850 2.905 1.740 -0.0232 0.4448 0.0473 0.022
H 0.126 -2.135 4.506 -0.4572 0.2743 -0.0885 0.057
H -2.740 -0.039 -2.854 0.2124 0.1340 -0.1329 0.045
S 0.759 -1.548 2.310 -0.6080 -0.3104 -0.1950 0.732
H 4.468 1.761 -0.236 -0.1135 -0.2559 -0.3752 0.050
N -0.397 -2.460 -0.602 0.4650 -0.2702 -0.1841 -0.221
C -0.671 -1.966 -2.980 0.0486 -0.1519 0.2318 -0.437
C 3.935 -0.127 -1.076 -0.2005 0.8530 0.1810 -0.081
As -2.495 1.506 2.097 -0.3967 1.0970 -0.1633 1.028
```
Positions in Å, forces in eV/Å.

Its LUMO energy is -5.53 eV. For the orbital gap, the calculation gives 8.55 eV. Its HOMO energy is -14.07 eV. The net charge is +2.

Formula: C3H3KNaO3
Source: OMol25
Level of theory: ωB97M-V/def2-TZVPD

```
11
Properties=species:S:1:pos:R:3:forces:R:3:lowdin_charge:R:1
C 0.350 -0.056 0.013 1.3936 2.3180 1.5624 -0.284
K -5.089 1.398 -0.146 1.1873 -0.3563 -0.0029 0.827
O -0.796 -0.305 -0.734 0.8946 0.1121 -0.5217 -0.164
H 1.214 1.065 -0.290 -1.7336 -2.2852 -0.2282 0.131
O -2.116 0.802 0.702 0.0712 0.0144 -0.5792 -0.203
C 1.245 -1.220 0.117 2.0287 1.1472 -2.0159 -0.260
H 0.819 -2.195 -0.190 0.1858 0.1619 0.3494 0.112
O 2.518 -1.017 0.034 -1.5373 -1.0785 0.9898 -0.256
Na 3.708 0.792 -0.056 -0.3199 -0.1034 -0.0879 0.418
H 0.139 0.403 0.992 -0.3926 -0.4019 -0.2333 0.086
C -1.993 0.334 -0.442 -1.7778 0.4717 0.7674 -0.409
```
Positions in Å, forces in eV/Å.

As for the spin multiplicity: 2. Its LUMO energy (spin up / spin down) is -1.19 / -1.22 eV. For the orbital gap (spin up / spin down), the calculation gives 2.45 / 4.98 eV. Its HOMO energy (spin up / spin down) is -3.64 / -6.20 eV.

Formula: C3H5NOS
Source: OMol25
Level of theory: ωB97M-V/def2-TZVPD

```
11
Properties=species:S:1:pos:R:3:forces:R:3:lowdin_charge:R:1
H 1.483 -3.181 -0.579 2.0759 -1.2368 -1.0387 0.002
H 0.184 1.980 0.346 0.9370 -0.1581 0.6120 0.068
H 0.433 1.097 -1.225 1.0562 0.4310 0.4806 0.068
O -2.221 0.377 0.706 -0.8625 -0.4934 0.1864 -0.613
N 0.898 -1.397 0.072 -0.9379 -2.2526 -1.4973 -0.060
C 0.733 -0.221 0.473 0.5674 1.9667 2.2668 -0.217
H 1.043 -0.175 1.510 -0.0214 0.6736 0.1489 0.126
C 0.789 -2.610 -0.088 -1.8682 2.3355 0.8605 0.102
H -1.877 2.235 -0.497 0.3708 -0.0707 -0.4159 -0.021
S -1.661 0.871 -0.568 0.3508 -0.1588 1.3775 0.850
C 0.198 1.026 -0.149 -1.6680 -1.0363 -2.9808 -0.303
```
Positions in Å, forces in eV/Å.

Its LUMO energy is 0.36 eV. For the orbital gap, the calculation gives 8.40 eV. Its HOMO energy is -8.04 eV.

Formula: C2H4O2S
Source: OMol25
Level of theory: ωB97M-V/def2-TZVPD

```
9
Properties=species:S:1:pos:R:3:forces:R:3:lowdin_charge:R:1
H 0.954 -1.162 -2.112 0.3705 0.1244 -0.3500 -0.165
H 0.488 1.460 1.419 0.2924 -0.2360 -0.0806 0.115
O -0.450 1.470 1.218 0.2550 1.3414 0.8295 0.120
S -0.094 -1.580 -1.430 -0.6269 0.0386 0.7427 0.737
C 0.209 -0.468 -0.016 2.0805 0.5578 -0.1363 -0.494
H 0.585 -1.007 0.898 -1.2234 0.2345 -0.6026 0.098
O -2.049 0.643 -0.030 4.3205 -0.5128 0.4646 0.057
H 1.198 0.037 -0.260 -1.2723 -0.0979 0.0096 0.089
C -0.842 0.606 0.312 -4.1963 -1.4501 -0.8769 -0.557
```
Positions in Å, forces in eV/Å.

Its LUMO energy is 0.24 eV. The SMILES is O=C(O)CS. For the orbital gap, the calculation gives 9.94 eV. Its HOMO energy is -9.70 eV.

Across the entries above, energy above the lowest of the compared OMol25 structures with the same formula, charge and spin takes the values 63.5, 15.1, 51.6, 120.6, 16.1 kcal/mol, respectively.
Across the entries above, electronic energy takes the values -16964.6064, -164893.3334, -30038.9716, -17560.0362, -17068.5747 eV, respectively.